A single C5H6O molecule, computed with ωB97M-V/def2-TZVPD.

Properties
Kohn-Sham gap (spin up / spin down): 8.22 / 8.23 eV
E_LUMO (spin up / spin down): -0.693 / -0.692 eV
Multiplicity: 1

Geometry as XYZ:
```
12
C5H6O (ωB97M-V/def2-TZVPD)
H -0.84 0.71 -1.72
C -0.39 0.19 -0.86
C -0.28 -0.18 1.40
H 1.77 0.26 -1.22
H 1.25 1.47 0.03
C 0.86 -0.64 0.59
H -0.52 -0.48 2.42
O -0.24 -1.22 -1.12
C -1.12 0.35 0.48
C 1.07 0.49 -0.42
H 0.61 -1.58 -0.18
H -2.17 0.62 0.61
```

Here are the Löwdin charges for atoms 1 to 6, given in e:
1 H 0.1377
2 C -0.3808
3 C -0.0836
4 H 0.1133
5 H 0.1152
6 C 0.0317

A single C5H6O molecule in a non-equilibrium geometry, computed with ωB97M-V/def2-TZVPD.

Properties
Kohn-Sham gap: 8.86 eV
E_LUMO: 0.868 eV
Multiplicity: 1

Geometry as XYZ:
```
12
C5H6O (ωB97M-V/def2-TZVPD)
H 2.15 -1.43 -0.33
H 0.29 2.40 0.32
C 1.34 0.47 -0.08
C 0.09 1.20 0.03
C -1.11 0.64 -0.11
H -1.94 1.32 -0.42
H -1.77 -1.35 -0.71
H 2.22 1.01 0.24
H -1.48 -1.18 1.09
O 0.18 -1.49 0.01
C -1.34 -0.82 0.02
C 1.35 -0.80 -0.06
```

Here are the Löwdin charges for atoms 1 to 6, given in e:
1 H 0.1103
2 H 0.1660
3 C -0.1450
4 C -0.1193
5 C -0.1248
6 H 0.1102

A single C5H6O molecule in a non-equilibrium geometry, computed with ωB97M-V/def2-TZVPD.

Properties
Kohn-Sham gap (spin up / spin down): 8.68 / 8.68 eV
E_LUMO (spin up / spin down): 0.805 / 0.805 eV
Multiplicity: 1

Geometry as XYZ:
```
12
C5H6O (ωB97M-V/def2-TZVPD)
H 0.47 1.04 1.23
H -0.94 -1.32 0.21
C 1.64 -0.96 -1.05
H 1.67 -1.40 -2.10
C 0.11 0.50 0.41
C -1.07 -0.31 0.73
O 2.72 -0.35 -0.25
H -1.41 0.42 -1.01
C -1.26 0.81 -0.07
H -1.87 1.65 0.43
H -1.25 -0.12 1.85
C 1.19 0.04 -0.39
```

Here are the Löwdin charges for atoms 1 to 6, given in e:
1 H 0.1316
2 H 0.1490
3 C -0.0363
4 H 0.1311
5 C -0.2845
6 C -0.1614

A single C5H6O molecule, computed with ωB97M-V/def2-TZVPD.

Properties
Kohn-Sham gap (spin up / spin down): 7.58 / 7.59 eV
E_LUMO (spin up / spin down): -0.767 / -0.773 eV
Multiplicity: 1

Geometry as XYZ:
```
12
C5H6O (ωB97M-V/def2-TZVPD)
H 2.81 -1.57 -0.88
H 0.10 -1.50 0.43
H 0.08 2.14 -0.33
C -1.54 -0.40 -0.40
C 0.86 -0.87 -0.21
H -0.89 1.73 1.09
C 2.02 -1.41 -0.16
H 0.89 1.52 1.12
O -2.51 0.33 -0.38
C -0.19 0.04 -0.03
H -1.61 -1.45 -0.75
C -0.01 1.44 0.51
```

Here are the Löwdin charges for atoms 1 to 6, given in e:
1 H 0.0344
2 H 0.1904
3 H 0.0966
4 C -0.2826
5 C -0.2429
6 H 0.0835

A single C5H6O molecule, computed with ωB97M-V/def2-TZVPD.

Properties
Kohn-Sham gap: 10.38 eV
E_LUMO: 0.902 eV
Multiplicity: 1

Geometry as XYZ:
```
12
C5H6O (ωB97M-V/def2-TZVPD)
C -0.72 -0.49 -2.09
C -0.41 -0.56 -0.66
C 0.76 1.12 1.22
H -0.30 -1.40 -2.53
H -0.27 0.37 -2.59
O 0.12 2.12 1.41
H 1.61 1.06 0.51
C 0.37 -0.22 1.78
H 1.20 -0.71 2.31
H -0.48 -0.06 2.44
H -1.80 -0.47 -2.28
C -0.07 -0.76 0.48
```

Here are the Löwdin charges for atoms 1 to 6, given in e:
1 C -0.0908
2 C -0.0746
3 C -0.3097
4 H 0.0796
5 H 0.0848
6 O 0.0562

A single C5H6O molecule, computed with ωB97M-V/def2-TZVPD.

Properties
Kohn-Sham gap: 10.07 eV
E_LUMO: 0.983 eV
Multiplicity: 1

Geometry as XYZ:
```
12
C5H6O (ωB97M-V/def2-TZVPD)
H -0.30 -1.73 1.67
C -0.47 -0.78 1.14
H -2.44 0.87 -2.31
C -1.43 0.70 -2.02
O 0.97 0.31 -1.42
C -0.29 0.51 -1.69
H 1.40 0.13 1.90
C 0.83 -0.05 0.99
C 1.43 0.39 -0.11
H 2.41 0.85 -0.10
H -0.95 -1.00 0.19
H -1.17 -0.20 1.75
```

Here are the Löwdin charges for atoms 1 to 6, given in e:
1 H 0.0778
2 C -0.0880
3 H 0.0273
4 C 0.1207
5 O 0.0001
6 C -0.2499

C5H6O as an isolated structure in a non-equilibrium geometry, computed with ωB97M-V/def2-TZVPD.

Properties
Kohn-Sham gap: 9.32 eV
E_LUMO: 1.106 eV
Multiplicity: 1

Geometry as XYZ:
```
12
C5H6O (ωB97M-V/def2-TZVPD)
H 2.13 0.99 -0.48
H 0.59 -0.68 -1.77
C 0.27 -0.21 -0.86
H -1.57 1.11 -0.79
C 0.59 -0.65 0.56
C 1.13 0.74 -0.12
H 1.26 -1.31 1.10
H -1.81 -0.67 -0.56
O 0.47 1.63 0.70
C -1.14 0.17 -0.42
H -1.01 0.38 1.93
C -0.52 0.26 0.97
```

Here are the Löwdin charges for atoms 1 to 6, given in e:
1 H 0.1453
2 H 0.1341
3 C -0.1958
4 H 0.1164
5 C -0.0696
6 C -0.2689

A single C5H6O molecule in a non-equilibrium geometry, computed with ωB97M-V/def2-TZVPD.

Properties
Kohn-Sham gap (spin up / spin down): 7.46 / 7.53 eV
E_LUMO (spin up / spin down): -0.720 / -0.832 eV
Multiplicity: 1

Geometry as XYZ:
```
12
C5H6O (ωB97M-V/def2-TZVPD)
H -3.17 0.72 -0.39
H -3.20 -0.55 0.95
C -1.28 -0.12 0.27
C -0.08 -0.10 -0.45
C 1.14 0.46 0.08
C -2.63 0.00 0.21
H 2.93 -0.26 1.19
C 2.25 -0.50 0.37
H -1.17 -0.34 1.34
H 1.16 1.39 0.65
O 2.32 0.33 -0.75
H 2.10 -1.56 0.18
```

Here are the Löwdin charges for atoms 1 to 6, given in e:
1 H 0.0556
2 H 0.0560
3 C -0.2476
4 C 0.1133
5 C -0.3222
6 C 0.0197

A single C5H6O molecule in a non-equilibrium geometry, computed with ωB97M-V/def2-TZVPD.

Properties
Kohn-Sham gap: 10.11 eV
E_LUMO: 0.714 eV
Multiplicity: 1

Geometry as XYZ:
```
12
C5H6O (ωB97M-V/def2-TZVPD)
H 1.59 1.83 -0.19
C -1.19 -0.16 0.08
C 1.27 -0.33 0.10
C 0.83 1.07 -0.09
C 0.01 -1.11 0.05
O 2.38 -0.82 0.12
H -1.85 -0.24 0.96
H 0.40 -1.16 -1.05
H 0.00 -1.92 0.79
H -1.84 -0.38 -0.78
H -1.05 2.12 -0.01
C -0.50 1.18 -0.02
```

Here are the Löwdin charges for atoms 1 to 6, given in e:
1 H 0.1080
2 C -0.1776
3 C -0.4850
4 C -0.0116
5 C -0.1093
6 O 0.0618

A single C5H6O molecule, computed with ωB97M-V/def2-TZVPD.

Properties
Kohn-Sham gap: 11.08 eV
E_LUMO: 1.062 eV
Multiplicity: 1

Geometry as XYZ:
```
12
C5H6O (ωB97M-V/def2-TZVPD)
H -1.43 -2.82 0.58
C -0.46 0.77 -1.24
H 1.53 0.20 1.55
H 1.52 -0.11 -0.93
H -0.55 0.40 -2.26
C -0.20 -0.99 1.12
C 0.56 0.26 1.03
O 0.54 1.77 -1.01
C -0.84 -1.97 0.87
C 0.73 0.48 -0.46
H -0.01 1.10 1.46
H -1.39 0.92 -0.70
```

Here are the Löwdin charges for atoms 1 to 6, given in e:
1 H 0.0269
2 C -0.1203
3 H 0.1182
4 H 0.1504
5 H 0.1150
6 C -0.1450

A single C5H6O molecule, computed with ωB97M-V/def2-TZVPD.

Properties
Kohn-Sham gap: 10.80 eV
E_LUMO: 0.907 eV
Multiplicity: 1

Geometry as XYZ:
```
12
C5H6O (ωB97M-V/def2-TZVPD)
C 0.26 0.14 -0.55
O -2.57 -0.03 -0.66
C 2.83 0.22 0.14
H 3.85 0.20 0.45
C -0.59 -0.13 0.70
H -0.13 1.01 -1.09
H -0.25 -1.04 1.21
H -0.46 0.67 1.44
H -2.69 -0.55 1.29
H 0.20 -0.70 -1.25
C -2.06 -0.25 0.42
C 1.67 0.27 -0.19
```

Here are the Löwdin charges for atoms 1 to 6, given in e:
1 C -0.2156
2 O 0.0520
3 C 0.1066
4 H 0.0223
5 C -0.1680
6 H 0.1219

A single C5H6O molecule in a non-equilibrium geometry, computed with ωB97M-V/def2-TZVPD.

Properties
Kohn-Sham gap: 9.65 eV
E_LUMO: 0.836 eV
Multiplicity: 1

Geometry as XYZ:
```
12
C5H6O (ωB97M-V/def2-TZVPD)
C 0.59 0.55 0.76
C -0.61 1.13 0.01
C 0.14 -0.86 0.29
H 1.42 0.30 -1.18
C 1.68 0.06 -0.12
H 1.10 -1.29 -0.27
H 0.02 -1.61 1.08
O -1.11 2.23 -0.05
H -0.99 -0.47 -1.62
H -2.02 -0.55 -0.17
C -1.02 -0.27 -0.54
H 0.82 0.78 1.81
```

Here are the Löwdin charges for atoms 1 to 6, given in e:
1 C -0.2555
2 C -0.3491
3 C -0.1943
4 H 0.0592
5 C 0.0591
6 H 0.1197

A single C5H6O molecule in a non-equilibrium geometry, computed with ωB97M-V/def2-TZVPD.

Properties
Kohn-Sham gap: 10.26 eV
E_LUMO: 1.018 eV
Multiplicity: 1

Geometry as XYZ:
```
12
C5H6O (ωB97M-V/def2-TZVPD)
C -0.83 1.05 -0.02
H 0.08 -1.77 -1.21
H -2.13 -0.61 0.53
C -1.17 -0.24 0.20
H -1.49 1.94 -0.07
C 0.65 1.10 -0.22
H 1.21 1.71 0.50
C -0.03 -1.38 -0.18
H 0.97 1.33 -1.23
H 0.11 -2.23 0.53
C 0.97 -0.34 0.13
O 1.83 -0.61 0.92
```

Here are the Löwdin charges for atoms 1 to 6, given in e:
1 C -0.0793
2 H 0.1247
3 H 0.0828
4 C -0.0333
5 H 0.1137
6 C -0.1183

A single C5H6O molecule, computed with ωB97M-V/def2-TZVPD.

Properties
Kohn-Sham gap: 10.82 eV
E_LUMO: 0.922 eV
Multiplicity: 1

Geometry as XYZ:
```
12
C5H6O (ωB97M-V/def2-TZVPD)
C 0.32 0.12 -0.49
O 1.13 1.64 1.72
C -0.26 -0.79 -1.49
C -0.41 0.02 0.85
H -1.46 0.31 0.75
H -0.42 -1.02 1.21
H 0.28 1.15 -0.86
H 1.38 -0.11 -0.35
C 0.21 0.89 1.91
H -1.18 -2.23 -2.98
H -0.25 0.80 2.92
C -0.76 -1.56 -2.28
```

Here are the Löwdin charges for atoms 1 to 6, given in e:
1 C -0.2183
2 O 0.0518
3 C -0.1515
4 C -0.1690
5 H 0.1274
6 H 0.1251

A single C5H6O molecule in a non-equilibrium geometry, computed with ωB97M-V/def2-TZVPD.

Properties
Kohn-Sham gap: 10.10 eV
E_LUMO: 1.000 eV
Multiplicity: 1

Geometry as XYZ:
```
12
C5H6O (ωB97M-V/def2-TZVPD)
C 0.10 0.30 -0.02
C 1.96 1.68 1.36
C -1.61 -1.40 -0.95
C 0.94 1.12 0.79
O -0.38 0.79 1.16
H -1.30 -2.47 -0.79
C -0.30 -0.62 -0.91
H -2.42 -1.09 -0.15
H 1.66 2.16 2.41
H 2.95 1.77 0.89
H -2.04 -1.34 -2.02
H 0.43 -0.90 -1.78
```

Here are the Löwdin charges for atoms 1 to 6, given in e:
1 C -0.2329
2 C 0.0497
3 C -0.1219
4 C -0.2564
5 O 0.0929
6 H 0.0693

A single C5H6O molecule in a non-equilibrium geometry, computed with ωB97M-V/def2-TZVPD.

Properties
Kohn-Sham gap: 6.85 eV
E_LUMO: 0.152 eV
Multiplicity: 1

Geometry as XYZ:
```
12
C5H6O (ωB97M-V/def2-TZVPD)
H 1.67 -1.17 0.95
H -3.15 -0.04 -1.79
C 0.56 0.71 0.50
H -0.64 -0.80 1.70
H 0.63 1.22 1.44
C -2.54 0.02 -0.93
H 0.46 1.39 -0.36
C -1.75 -0.09 -0.02
C 1.39 -0.44 0.20
H 1.98 0.01 -1.60
C -0.68 -0.11 0.86
O 2.06 -0.69 -0.94
```

Here are the Löwdin charges for atoms 1 to 6, given in e:
1 H 0.1236
2 H 0.0058
3 C -0.2017
4 H 0.0886
5 H 0.0912
6 C 0.0839

A single C5H6O molecule in a non-equilibrium geometry, computed with ωB97M-V/def2-TZVPD.

Properties
Kohn-Sham gap: 9.69 eV
E_LUMO: 0.935 eV
Multiplicity: 1

Geometry as XYZ:
```
12
C5H6O (ωB97M-V/def2-TZVPD)
C 0.13 -1.25 -2.33
C -0.81 0.78 0.52
H 0.45 -1.51 -3.31
H -0.60 1.52 -0.25
C -0.17 -0.99 -1.19
H -0.96 -1.38 0.77
H 0.45 -0.10 2.20
H -1.82 0.73 0.88
O 1.62 1.04 1.08
C 0.42 0.35 1.21
C -0.44 -0.63 0.17
H 1.75 1.37 0.18
```

Here are the Löwdin charges for atoms 1 to 6, given in e:
1 C 0.1057
2 C -0.1040
3 H 0.0188
4 H 0.1244
5 C -0.1324
6 H 0.1331

C5H6O as an isolated structure, computed with ωB97M-V/def2-TZVPD.

Properties
Kohn-Sham gap: 9.14 eV
E_LUMO: 0.622 eV
Multiplicity: 1

Geometry as XYZ:
```
12
C5H6O (ωB97M-V/def2-TZVPD)
H 2.78 1.14 -0.49
C -0.94 -1.05 -0.43
O 0.56 1.11 -0.80
H -0.87 -2.13 -0.32
H -1.23 -0.64 1.78
H 0.34 1.93 -0.32
C 1.95 0.54 -0.16
C 1.53 -0.50 0.52
H -1.37 -0.70 -1.36
C 0.16 -0.24 0.13
H -1.75 0.72 0.66
C -1.16 -0.18 0.80
```

Here are the Löwdin charges for atoms 1 to 6, given in e:
1 H 0.0767
2 C -0.0596
3 O -0.0378
4 H 0.1142
5 H 0.1135
6 H 0.1233

A single C5H6O molecule, computed with ωB97M-V/def2-TZVPD.

Properties
Kohn-Sham gap: 8.98 eV
E_LUMO: 0.612 eV
Multiplicity: 1

Geometry as XYZ:
```
12
C5H6O (ωB97M-V/def2-TZVPD)
C -1.59 1.01 0.88
H 2.15 -0.08 -1.16
C -1.66 0.88 -0.48
H 1.38 -1.67 -1.07
H -1.28 -0.36 1.24
C 0.28 -0.08 -0.14
H 2.13 -0.97 0.38
H 0.27 0.23 2.04
C 1.56 -0.74 -0.52
O -0.56 0.27 -1.08
H -2.38 1.23 -1.21
C -0.28 0.26 1.11
```

Here are the Löwdin charges for atoms 1 to 6, given in e:
1 C -0.0710
2 H 0.0933
3 C -0.1696
4 H 0.0938
5 H 0.1612
6 C -0.3214

A single C5H6O molecule, computed with ωB97M-V/def2-TZVPD.

Properties
Kohn-Sham gap: 10.56 eV
E_LUMO: 0.261 eV
Multiplicity: 1

Geometry as XYZ:
```
12
C5H6O (ωB97M-V/def2-TZVPD)
C -0.88 0.16 -0.14
H 2.44 1.14 -0.26
H 0.37 1.32 1.12
H 1.65 0.00 -1.36
H -2.50 -2.99 1.05
H 0.87 -0.37 1.02
C -1.54 -1.05 0.35
H 1.09 1.68 -1.28
O -1.41 0.86 -0.98
C 0.49 0.48 0.43
C 1.48 0.85 -0.68
C -2.05 -2.08 0.72
```

Here are the Löwdin charges for atoms 1 to 6, given in e:
1 C -0.4329
2 H 0.0728
3 H 0.1251
4 H 0.0806
5 H 0.0378
6 H 0.1102